129
Properties=species:S:1:pos:R:3:forces:R:3:mulliken_charge:R:1 method="wB97M-V/def2-TZVPD" orbital_gap_ev="8.334 / 9.214" max_force_ev_per_a=2.88 e_tot_ha=-140523.45052 multiplicity=2 e_homo_ev="-8.70 / -9.58"
C 3.23034 0.67398 0.27283 -0.60 -0.23 -0.37 -1.998
C 3.56404 -0.76886 -0.12209 -0.21 1.56 -0.52 1.290
C 3.43769 -0.78869 -1.64812 0.48 -0.75 0.31 -1.649
C 2.54246 -1.64740 0.58136 0.19 -0.40 0.14 -2.299
C 2.79385 -3.15728 0.49523 0.62 0.66 -0.92 3.323
F 2.74837 -3.67990 1.79571 -0.42 -0.13 0.18 -0.505
C 1.81546 -3.89344 -0.40689 -0.34 -0.56 0.58 -2.145
C 0.32447 -3.59699 -0.25197 0.11 0.76 0.05 1.886
C -0.19887 -3.66805 1.15712 -0.09 -0.44 0.53 -0.241
N -0.23716 -2.43286 1.90823 -0.06 -0.04 -0.25 -0.146
O -0.60634 -4.69713 1.64166 -0.11 0.14 -0.37 -0.603
C 4.20743 -3.41662 -0.03376 -0.36 0.01 0.44 -2.899
C 5.30545 -2.47995 0.45255 1.40 -0.90 -0.60 0.995
C 5.74099 -2.81137 1.88078 0.06 0.29 -0.29 -1.704
C 6.52912 -2.76370 -0.45100 -0.49 0.66 -0.30 -1.158
N 4.96732 -1.03416 0.28775 -1.61 -1.10 2.12 1.865
O 5.32278 -0.34375 1.32916 -0.93 -0.55 0.14 -0.677
H 3.09201 0.79655 1.33777 0.31 0.16 0.23 0.360
H 3.93242 1.38106 -0.15246 0.30 0.14 0.20 0.442
H 2.26920 0.88805 -0.18978 -0.22 0.10 -0.07 0.423
H 3.83554 -1.70551 -2.07371 -0.02 -0.12 -0.18 0.326
H 2.39413 -0.70562 -1.92794 -0.16 0.16 -0.16 0.379
H 4.02815 0.02572 -2.04811 -0.05 0.23 -0.24 0.250
H 2.49370 -1.37235 1.62969 0.18 0.02 0.26 0.752
H 1.57731 -1.37084 0.17822 -0.28 -0.02 -0.08 0.351
H 1.94848 -4.95916 -0.23655 0.16 -0.17 0.07 0.411
H 2.11964 -3.70547 -1.43012 -0.13 0.13 -0.24 0.507
H -0.27376 -4.27883 -0.84447 0.34 -0.21 0.20 -1.877
H 0.11546 -2.60656 -0.64657 -0.07 0.20 0.03 0.660
H 0.48884 -2.51252 2.61550 0.16 0.15 0.02 0.225
H -1.11200 -2.46053 2.42356 -0.04 -0.06 0.19 0.286
H 4.20142 -3.46440 -1.11587 -0.07 0.12 -0.22 0.542
H 4.48937 -4.41142 0.29414 0.06 -0.22 0.02 0.957
H 5.05030 -2.44717 2.62909 -0.14 -0.09 0.21 0.378
H 5.88374 -3.88350 1.95488 -0.23 -0.26 0.06 0.380
H 6.71879 -2.37625 2.03861 0.07 0.30 0.31 0.435
H 7.42992 -2.35494 -0.01142 0.26 -0.09 0.12 0.285
H 6.36842 -2.21046 -1.37372 0.07 -0.12 -0.34 0.455
H 6.63532 -3.81676 -0.69311 0.05 -0.01 0.20 -0.366
C 5.04043 1.68875 -5.29653 -0.02 -0.11 0.04 -0.327
Br 4.24447 0.00581 -5.77895 -0.01 0.00 0.01 -0.041
Br 3.71562 3.07398 -5.10749 -0.02 -0.02 0.01 -0.044
Br 6.10076 1.50467 -3.70565 0.03 0.06 0.09 -0.016
H 5.69689 1.98151 -6.10158 0.02 0.02 -0.03 0.389
C -3.97012 -5.33613 0.59716 -0.18 0.22 0.26 1.558
Br -4.31554 -4.11150 2.03727 -0.08 0.05 0.07 -0.002
Br -3.76170 -7.13868 1.22578 -0.12 0.01 0.15 -0.025
Br -5.31754 -5.20676 -0.77346 -0.06 -0.04 0.06 -0.048
H -3.03030 -5.04532 0.15075 -0.12 0.08 0.14 -1.473
C 0.29892 1.21369 -6.71482 -0.02 0.02 0.01 -0.261
Br 0.27777 -0.54088 -5.92413 -0.01 0.01 -0.02 0.031
Br 1.53872 1.31453 -8.18222 0.01 0.04 0.01 0.036
Br -1.46136 1.78019 -7.23783 0.02 -0.02 0.00 -0.035
H 0.64809 1.90126 -5.95873 0.04 0.01 0.03 0.278
C -8.14631 -2.20967 1.63744 0.01 -0.07 -0.01 -0.251
Br -6.92103 -0.75945 1.35291 -0.01 -0.03 -0.06 0.044
Br -8.09890 -2.86429 3.45301 -0.02 0.19 -0.26 -0.006
Br -9.93678 -1.73555 1.10177 -0.01 0.02 0.04 -0.049
H -7.82640 -3.02372 1.00363 0.00 -0.04 -0.02 0.252
C -5.78079 2.08210 4.15038 0.06 -0.20 -0.11 0.117
Br -6.38468 0.38913 4.81666 -0.10 0.13 -0.07 0.244
Br -4.22911 1.90658 3.02820 -0.03 -0.04 -0.01 0.069
Br -7.19349 3.04023 3.24583 0.04 0.05 -0.01 -0.058
H -5.49831 2.67657 5.00668 0.07 -0.12 -0.14 -0.240
C -5.48496 4.77716 8.25764 0.10 -0.02 0.06 -0.378
Br -3.79059 5.68400 8.27616 -0.04 -0.28 0.04 0.066
Br -6.12225 4.51793 6.45941 -0.15 0.29 0.16 0.033
Br -5.42325 3.11837 9.22991 0.01 -0.01 -0.02 -0.017
H -6.19771 5.41588 8.75672 -0.05 0.01 0.01 0.332
C 8.78256 1.23819 0.10161 -0.28 0.29 -0.38 -0.419
Br 6.91621 0.73713 -0.06872 2.17 0.98 -0.70 0.123
Br 8.96002 2.85882 1.12169 0.23 0.01 -0.03 -0.060
Br 9.81754 -0.20076 0.84867 -0.05 -0.02 0.03 -0.079
H 9.17833 1.43391 -0.88412 0.08 0.01 0.01 0.412
C -0.73282 2.80858 1.01912 -0.07 -0.04 0.18 -0.466
Br -0.96794 3.92064 2.57347 0.04 0.03 -0.16 0.056
Br -0.62641 0.95693 1.53051 0.03 -0.17 -0.15 0.043
Br -2.11318 3.10711 -0.28749 0.00 -0.01 0.02 -0.011
H 0.20522 3.07639 0.56054 0.10 0.02 -0.03 0.362
C -5.04627 -2.52732 7.26682 0.03 0.02 -0.02 -0.438
Br -3.56279 -2.30849 6.05816 -0.04 0.03 0.00 0.006
Br -5.63262 -0.84660 7.99521 0.02 -0.13 0.17 -0.024
Br -6.48558 -3.49924 6.43178 0.09 0.02 0.19 -0.033
H -4.69590 -3.12474 8.09406 0.01 -0.05 0.01 0.378
C -10.01876 0.09732 -2.62369 0.00 0.00 0.03 -0.009
Br -11.47967 1.09552 -3.37783 0.02 -0.01 -0.01 -0.017
Br -9.51906 -1.38655 -3.74079 0.00 0.01 0.00 -0.011
Br -8.51437 1.22526 -2.23039 0.01 0.00 0.01 0.009
H -10.36068 -0.31259 -1.68492 0.00 -0.02 0.04 0.007
C -0.20981 5.74639 6.30735 -0.06 -0.07 -0.06 -0.349
Br -0.40810 6.79209 7.91008 0.05 0.01 0.07 -0.090
Br -0.06276 3.86983 6.69419 -0.04 0.03 0.00 0.016
Br -1.62354 6.10857 5.05439 -0.03 0.09 0.09 0.015
H 0.71435 6.04965 5.83986 0.04 0.04 0.01 0.401
C 0.94977 0.86760 -11.97463 -0.05 0.02 0.04 -0.171
Br 0.93208 -0.88978 -11.20222 -0.01 -0.06 -0.09 0.007
Br 2.18765 0.98232 -13.44504 0.03 -0.04 -0.02 0.008
Br -0.81151 1.44347 -12.48088 0.02 -0.01 -0.01 0.001
H 1.29821 1.54767 -11.21169 0.01 0.03 0.02 0.127
C -2.64336 10.10677 8.30671 -0.02 -0.01 -0.05 -0.258
Br -1.24507 10.58124 7.07564 -0.01 0.04 -0.02 -0.003
Br -3.31028 11.64192 9.25297 0.00 -0.01 -0.01 -0.039
Br -4.05372 9.13657 7.43074 0.03 0.21 -0.05 0.012
H -2.21063 9.44309 9.03993 0.02 -0.03 0.04 0.276
C 3.68392 3.27123 -16.65914 -0.02 0.01 -0.04 0.325
Br 5.56345 3.64562 -16.50156 -0.01 0.00 -0.01 -0.005
Br 2.62781 4.87451 -16.54174 0.02 -0.04 0.00 0.001
Br 3.28844 2.27736 -18.25964 0.02 0.03 0.05 -0.001
H 3.41290 2.64766 -15.82084 -0.03 -0.01 0.03 -0.334
C -1.57935 -5.23855 -2.79130 0.00 -0.09 -0.02 -0.309
Br 0.25326 -5.12744 -3.37014 0.07 -0.08 -0.24 0.012
Br -1.78526 -6.46533 -1.32256 0.44 -0.27 -0.59 0.021
Br -2.28727 -3.50038 -2.36953 -0.24 0.08 -0.18 -0.016
H -2.15281 -5.62936 -3.61786 -0.02 0.01 -0.04 0.442
C 5.29110 -7.73095 -1.03211 0.05 -0.03 0.08 -0.387
Br 3.65801 -6.79564 -1.41212 -0.05 -0.11 -0.15 0.073
Br 5.62421 -9.16091 -2.27060 -0.01 0.07 -0.01 -0.040
Br 6.77651 -6.51075 -0.91627 0.00 -0.17 -0.03 -0.039
H 5.17096 -8.17448 -0.05547 0.02 -0.03 0.03 0.423
C 5.61503 4.81021 2.83799 0.02 -0.09 -0.01 -0.349
Br 5.43632 5.83099 1.21552 0.01 0.00 -0.01 -0.024
Br 5.61017 2.92466 2.48540 -0.24 -0.02 0.08 0.082
Br 7.17382 5.33882 3.83753 0.01 0.01 -0.01 -0.043
H 4.75376 5.02991 3.44946 -0.02 0.04 0.03 0.327
C -10.60522 1.99048 4.66203 -0.03 -0.03 0.00 0.468
Br -10.83999 3.33586 6.01659 0.01 0.00 -0.01 -0.027
Br -10.58563 0.22197 5.40954 0.02 -0.02 -0.01 0.002
Br -11.91523 2.15182 3.26209 0.00 0.01 0.00 -0.023
H -9.64036 2.16249 4.21155 0.08 -0.03 -0.01 -0.436

***

84
Properties=species:S:1:pos:R:3:forces:R:3:mulliken_charge:R:1 method="wB97M-V/def2-TZVPD" orbital_gap_ev="5.573 / 5.560" max_force_ev_per_a=3.38 e_tot_ha=-4116.90668 e_above_lowest_kcal_mol=10.1 e_homo_ev="-7.67 / -7.67"
Ce -2.63459 1.96180 -0.76113 1.79 1.65 -0.24 0.422
O -1.87167 2.11935 -7.27478 0.22 -0.21 0.73 -0.510
C -2.09225 2.11140 -5.92712 1.21 1.25 0.20 0.802
C -3.34507 2.35457 -5.35474 -0.74 0.05 -0.39 -0.578
C -3.38393 2.37871 -3.95460 0.76 0.39 -0.57 0.590
N -2.27351 2.28297 -3.24276 -0.35 -0.34 1.53 -0.013
C -1.03744 2.13340 -3.73414 -0.81 0.71 -1.52 0.691
C -0.88619 2.09159 -5.10382 -1.49 0.36 -1.13 -0.492
C 0.07545 1.95440 -2.73223 0.23 -2.67 0.10 -0.080
O 1.19729 1.66310 -3.15288 -1.44 1.21 1.16 -0.627
O -0.44813 1.73713 -1.53057 0.21 0.84 -0.49 -0.291
C -4.66654 2.51338 -3.14158 0.36 0.18 -0.47 0.063
O -5.68982 2.28704 -3.76045 -0.60 -0.04 0.54 -0.652
O -4.52824 2.78530 -1.87522 0.52 -0.71 -0.42 -0.578
H -2.65797 2.27502 -7.81208 -0.16 -0.05 0.40 0.322
H -4.26760 2.61818 -5.96795 1.33 -0.74 0.93 0.301
H 0.06889 2.24285 -5.59918 -0.05 -0.64 0.18 0.494
S -1.38700 3.39512 3.41651 -1.43 -0.56 -0.93 -0.200
C -2.24930 3.03056 2.01490 2.31 2.13 1.25 0.317
S -1.75840 4.03464 0.62502 -0.55 -0.65 -0.39 -0.272
S -3.41031 1.84224 1.81604 -0.87 -1.12 -0.14 -0.344
C 4.63349 -1.42062 -2.04759 -0.29 0.56 0.30 -0.835
C 4.17968 0.03934 -1.81313 0.52 0.75 -1.42 -0.951
C 3.23398 0.26255 -0.61155 0.26 0.32 0.72 0.919
C 2.60340 -1.04500 -0.12067 -0.49 -0.57 0.68 -0.110
C 2.21711 -1.80089 -1.37738 -0.15 -0.94 -1.18 -0.315
C 3.48059 -2.44820 -2.02908 -0.37 0.79 -0.03 -0.842
P 1.07288 -0.90217 1.03314 0.78 0.12 0.62 0.292
C 1.31798 -2.38828 2.34576 0.03 2.30 -0.36 0.022
C 0.24878 -2.26570 3.50046 0.29 -0.55 -0.31 -0.673
C -0.44226 -3.59951 3.93267 -0.57 0.59 -0.80 -1.134
C -0.98264 -4.35500 2.65989 -0.37 0.61 0.73 -0.641
C -0.01736 -4.29975 1.46161 0.79 -1.05 0.35 -0.561
C 1.36720 -3.73404 1.75788 -0.43 -1.68 0.91 -1.220
C 1.68240 0.40840 2.26432 1.32 0.64 -0.73 0.328
C 3.17758 0.28333 2.71974 -0.16 -0.57 1.98 -1.276
C 3.98936 1.56353 2.81627 1.07 1.53 -0.46 -0.624
C 3.24212 2.69776 3.57353 0.07 -0.32 -0.46 -0.950
C 1.82517 2.93250 2.96857 0.32 -1.22 0.51 -0.543
C 1.49242 1.88546 1.83322 0.00 0.47 1.18 0.492
H 5.33486 -1.66065 -1.27659 0.34 -0.23 0.93 0.313
H 5.28572 -1.45338 -2.91601 -0.35 -0.14 -0.53 0.488
H 3.70632 0.46571 -2.74250 0.11 -0.67 0.78 0.280
H 5.11478 0.65959 -1.77054 -0.76 -0.43 0.45 0.409
H 2.40950 0.90284 -0.93178 0.11 0.15 -0.01 -0.408
H 3.76228 0.77765 0.21518 -0.27 -0.30 -0.51 -0.606
H 3.33789 -1.65103 0.44866 -0.14 0.18 -0.28 0.395
H 1.83820 -1.09560 -2.17179 -0.03 -0.45 1.01 -0.056
H 1.41944 -2.57330 -1.21161 0.65 0.57 -0.12 0.309
H 3.19859 -2.70085 -3.04640 0.08 -0.32 -0.20 0.459
H 3.80341 -3.35206 -1.50654 -0.16 -0.01 -0.02 0.282
H 2.31097 -2.10277 2.69134 0.02 -0.24 0.42 0.513
H -0.54402 -1.60735 3.13355 0.04 0.29 0.36 0.332
H 0.77409 -1.85923 4.37422 -0.48 0.29 -0.18 0.221
H -1.22764 -3.39071 4.71842 0.50 -0.09 -1.14 0.406
H 0.26108 -4.19585 4.46704 0.77 -0.69 0.22 0.442
H -1.92185 -3.86096 2.35143 0.25 -0.22 0.23 0.225
H -1.23553 -5.40681 2.87705 0.09 0.45 0.14 0.305
H -0.43913 -3.73967 0.65289 -0.40 0.30 -0.59 0.201
H 0.18347 -5.32787 1.12271 -0.40 0.26 -0.21 0.447
H 1.96760 -3.82835 0.88567 0.58 0.28 -0.98 0.500
H 1.87103 -4.42399 2.46873 -0.26 0.26 -0.07 0.419
H 1.01902 0.19991 3.08569 -0.22 0.21 0.65 0.864
H 3.76802 -0.42809 2.18080 0.13 -0.49 -0.80 0.428
H 3.26378 -0.13362 3.76266 -0.59 0.21 -0.67 0.364
H 4.27248 1.96867 1.78270 -0.18 -0.63 1.32 0.198
H 4.94628 1.33183 3.38889 -0.99 0.29 -0.93 0.390
H 3.83375 3.63043 3.61266 -0.17 -0.39 -0.30 0.392
H 3.18761 2.38540 4.60514 -0.29 -0.18 0.50 0.357
H 1.79409 3.91222 2.52371 -0.18 0.42 -0.24 0.439
H 1.03138 2.92357 3.76589 0.91 -0.18 -0.77 0.080
H 2.12355 2.16015 0.96650 -0.77 -0.32 0.20 0.213
H 0.43433 2.04875 1.70260 -0.35 0.09 -0.95 -0.997
S -2.72386 -0.66388 -1.39838 0.54 -0.76 -0.25 -0.245
C -4.28391 -0.48675 -0.77654 -1.32 0.58 -0.68 0.462
N -5.27576 -0.06277 -1.66831 -0.43 -0.28 2.68 0.003
C -6.47207 0.43177 -1.26427 0.76 -0.59 0.30 -0.051
C -6.79853 0.42499 0.08337 1.03 -0.06 -0.85 -0.611
C -5.85524 -0.24666 0.88228 0.35 -0.23 -0.60 -0.194
N -4.60942 -0.61497 0.49151 -1.64 -0.12 0.58 -0.334
H -4.98471 -0.04012 -2.60275 0.06 0.10 -1.76 0.234
H -7.11160 0.71366 -2.06957 -0.36 0.55 -0.27 0.476
H -7.69047 0.93207 0.44231 0.13 -0.54 0.02 0.471
H -6.15535 -0.58836 1.85510 0.23 0.27 0.58 0.442